The following is a DFT calculation (ωB97M-V/def2-TZVPD) of C17H27O5P in the gas phase.

* structure (SMILES): CCOC(=O)C=P(OCC)(OCC)OC(C)(C)c1ccccc1
* F_max: 3.48 eV/Å
* HOMO energy: -7.09 eV

Each line ends with the Löwdin charge.
Geometry (Å):
C -3.91 -1.05 0.44  -0.09
C -3.66 0.40 0.76  -0.20
O -2.30 0.90 0.79  -0.06
C -1.28 0.11 1.27  -0.55
O -1.40 -1.09 1.51  0.04
C -0.09 0.92 1.36  -0.18
P 1.37 0.06 1.19  0.62
O 2.61 1.01 1.22  -0.19
C 2.74 2.30 1.93  -0.23
C 4.18 2.72 1.80  -0.08
O 1.75 -1.22 1.97  -0.17
C 1.49 -2.65 1.60  -0.20
C 2.58 -3.46 2.25  -0.08
O 1.09 -0.42 -0.30  -0.17
C 0.57 0.56 -1.26  -0.48
C 1.61 0.52 -2.39  -0.01
C 0.44 2.00 -0.85  -0.07
C -0.76 -0.01 -1.75  -0.15
C -1.80 0.84 -2.14  -0.03
C -2.90 0.34 -2.83  -0.08
C -3.02 -1.04 -3.05  -0.10
C -2.02 -1.90 -2.57  -0.09
C -0.89 -1.39 -1.93  -0.02
H -4.97 -1.13 0.19  0.08
H -3.32 -1.44 -0.39  0.06
H -3.73 -1.67 1.32  0.07
H -4.10 0.61 1.74  0.12
H -4.15 1.04 0.01  0.11
H -0.17 1.89 1.86  0.10
H 2.48 2.17 2.99  0.13
H 2.04 3.02 1.49  0.11
H 4.28 3.75 2.15  0.08
H 4.81 2.08 2.42  0.08
H 4.54 2.68 0.77  0.08
H 0.50 -2.89 1.99  0.12
H 1.49 -2.75 0.51  0.11
H 2.38 -4.52 2.11  0.08
H 3.57 -3.21 1.84  0.08
H 2.60 -3.23 3.32  0.08
H 1.69 -0.49 -2.79  0.09
H 1.33 1.22 -3.19  0.10
H 2.59 0.82 -1.98  0.09
H -0.44 2.16 -0.21  0.07
H 1.37 2.36 -0.40  0.08
H 0.26 2.59 -1.76  0.09
H -1.73 1.91 -1.94  0.11
H -3.65 1.05 -3.19  0.11
H -3.87 -1.43 -3.60  0.10
H -2.10 -2.98 -2.71  0.10
H -0.10 -2.05 -1.58  0.12